[1]
The following is a quantum chemistry calculation of a molecular structure, C33H35F5IrN4P2 at a distorted geometry, from OMol25.

CARTESIAN COORDINATES (ANGSTROEM)
Ir1 0.004 3.984 -1.094
P1 1.623 5.986 -0.481
P2 -0.444 5.154 -3.414
F1 -0.101 3.054 2.590
F2 -1.425 -1.606 2.700
F3 -0.397 0.242 -1.363
F4 -0.585 -1.832 0.053
F5 -1.094 0.918 3.953
N1 -1.585 6.560 -4.133
N2 3.561 6.256 -1.207
N3 0.148 4.877 -5.282
N4 2.197 7.421 0.633
C1 3.155 3.304 -2.098
C2 -3.319 7.954 -4.644
C3 -2.173 8.378 -5.398
C4 4.076 7.337 -1.962
C5 -1.929 3.398 -0.744
C6 3.309 0.536 0.389
C7 5.472 7.237 -1.975
C8 1.280 7.992 1.510
C9 1.909 1.311 -2.456
C10 0.897 6.995 -1.789
C11 1.087 5.688 -5.926
C12 1.769 9.213 1.976
C13 3.780 2.591 -0.895
C14 1.366 5.216 -7.204
C15 1.765 2.749 -2.410
C16 4.665 5.564 -0.762
C17 -1.014 -0.485 2.048
C18 0.989 6.234 -3.131
C19 -0.283 1.869 0.506
C20 -0.696 -0.630 0.706
C21 -0.173 3.862 -6.178
C22 -0.849 0.780 2.622
C23 3.133 1.869 0.221
C24 0.581 4.029 -7.361
C25 3.044 9.411 1.387
C26 -0.432 0.545 -0.023
C27 3.608 -0.281 -0.828
C28 -2.931 6.831 -3.885
C29 3.293 8.280 0.623
C30 -1.139 7.516 -5.051
C31 5.854 6.073 -1.264
C32 3.064 0.419 -2.170
C33 -0.409 1.909 1.900
H1 3.721 10.259 1.462
H2 3.100 -1.276 -0.675
H3 3.846 3.280 -2.988
H4 0.364 7.482 1.729
H5 3.104 4.390 -1.905
H6 1.871 5.591 -3.173
H7 0.955 0.826 -2.595
H8 4.630 1.999 -1.241
H9 4.175 8.062 0.059
H10 6.856 5.692 -1.062
H11 4.700 -0.458 -0.975
H12 0.579 3.413 -8.236
H13 3.440 8.141 -2.320
H14 1.419 3.225 -3.394
H15 4.107 3.418 -0.274
H16 2.315 2.433 0.765
H17 3.257 0.014 1.362
H18 1.413 7.955 -1.869
H19 -2.534 4.159 -1.261
H20 4.600 4.738 -0.074
H21 -2.089 2.420 -1.241
H22 6.164 7.942 -2.396
H23 3.950 0.909 -2.597
H24 1.262 9.899 2.634
H25 1.153 7.011 -3.882
H26 2.797 -0.481 -2.758
H27 -4.296 8.396 -4.697
H28 -2.095 9.165 -6.141
H29 -2.274 3.265 0.304
H30 -0.120 7.500 -5.441
H31 -0.894 3.096 -5.917
H32 1.490 6.586 -5.480
H33 -0.159 7.198 -1.551
H34 2.054 5.706 -7.874
H35 -3.507 6.201 -3.217

Calculated values
Charge = +2
LUMO level (alpha / beta) = -6.3061 / -9.5418 eV
Spin multiplicity = 6
Kohn-Sham gap (alpha / beta) = 5.339 / 2.664 eV

***

[2]
The following is a quantum chemistry calculation of a molecular structure, C18H30AsIrN4O3S3Si2, from OMol25.

CARTESIAN COORDINATES (ANGSTROEM)
Ir1 -0.400 -0.650 0.082
As1 -0.794 1.669 0.593
S1 1.119 -1.751 -1.987
S2 -1.723 -1.428 1.822
S3 1.029 -0.861 1.926
Si1 -0.957 2.770 2.689
Si2 -0.949 3.143 -1.261
O1 1.196 -0.395 -1.348
O2 -0.194 -1.966 3.956
O3 0.776 -1.759 -3.376
N1 6.200 -4.602 -1.320
N2 -0.027 -2.469 -1.043
N3 -1.800 -1.127 -1.413
N4 -1.820 -3.248 -2.464
C1 -2.751 3.603 -1.437
C2 0.733 3.480 3.024
C3 5.018 -3.948 -1.461
C4 -2.993 -0.812 -1.908
C5 4.455 -3.250 -0.376
C6 3.162 -3.255 -2.840
C7 -0.319 2.214 -2.744
C8 -3.638 -1.707 -2.738
C9 -2.239 4.104 2.451
C10 -1.384 -2.481 4.595
C11 -3.006 -2.921 -2.983
C12 -1.466 1.554 4.006
C13 3.272 -2.569 -0.522
C14 -1.267 -2.332 -1.707
C15 -0.305 -1.507 2.746
C16 2.621 -2.568 -1.755
C17 4.349 -3.935 -2.695
C18 0.098 4.633 -0.861
H1 0.712 1.884 -2.606
H2 -3.211 3.691 2.177
H3 -1.061 -2.834 5.567
H4 -1.794 -3.298 4.003
H5 1.477 2.687 3.117
H6 -0.360 2.865 -3.621
H7 -1.582 2.093 4.951
H8 -3.385 2.727 -1.592
H9 6.622 -4.703 -0.416
H10 0.725 4.047 3.959
H11 1.143 4.359 -0.712
H12 4.964 -3.250 0.579
H13 0.052 5.341 -1.693
H14 -2.115 -1.680 4.700
H15 -3.409 0.150 -1.636
H16 -2.872 4.258 -2.304
H17 -3.122 4.136 -0.561
H18 -0.705 0.788 4.155
H19 1.050 4.153 2.226
H20 -2.363 4.661 3.384
H21 6.550 -5.185 -2.058
H22 -0.917 1.327 -2.958
H23 2.853 -2.041 0.322
H24 -2.416 1.073 3.771
H25 -1.937 4.817 1.681
H26 -0.252 5.152 0.033
H27 -3.469 -3.667 -3.617
H28 -4.598 -1.473 -3.172
H29 2.648 -3.246 -3.791
H30 4.774 -4.464 -3.539

Calculated values
Charge = +1
LUMO level (alpha / beta) = -2.6797 / -4.1442 eV
Spin multiplicity = 2
Kohn-Sham gap (alpha / beta) = 7.929 / 6.470 eV

***

[3]
The following is a quantum chemistry calculation of 7 unconnected molecules or ions with the total composition C5H26N2O7 at a distorted geometry, from OMol25.

CARTESIAN COORDINATES (ANGSTROEM)
O1 -0.500 -1.275 3.277
O2 -0.267 3.204 -1.530
O3 3.027 -0.374 -1.920
O4 0.849 -1.646 -1.899
O5 2.797 1.944 -0.311
O6 0.248 0.826 -2.712
O7 1.472 -3.240 0.121
N1 -1.114 -1.342 0.724
N2 -2.125 1.247 -0.675
C1 -2.090 -2.309 0.219
C2 -1.666 1.141 0.695
C3 -0.577 0.022 2.728
C4 -1.586 -0.203 1.471
C5 0.755 0.549 2.267
H1 3.104 2.722 -0.788
H2 0.920 0.225 1.238
H3 1.822 -2.518 -0.426
H4 -0.662 1.548 0.691
H5 -1.201 0.583 3.421
H6 0.152 1.504 -2.021
H7 0.108 3.970 -1.082
H8 -0.403 -1.949 2.592
H9 3.601 1.441 -0.149
H10 -0.288 -1.349 0.149
H11 -0.004 -1.697 -2.323
H12 -2.513 -0.489 1.964
H13 -2.263 1.717 1.415
H14 0.897 1.615 2.425
H15 1.603 0.064 2.756
H16 0.397 1.170 -3.591
H17 3.557 -0.479 -1.128
H18 1.237 -0.771 -1.799
H19 -1.219 3.324 -1.407
H20 -3.091 -2.068 0.565
H21 0.874 -3.590 -0.550
H22 -2.176 -2.288 -0.875
H23 -1.633 0.538 -1.216
H24 -3.092 0.969 -0.805
H25 -1.711 -3.285 0.508
H26 2.761 0.547 -2.018

Calculated values
Charge = 0
LUMO level = -0.0459 eV
Spin multiplicity = 1
Kohn-Sham gap = 7.944 eV

***

Looking at energy relative to the best compared isomer or geometry (same formula, charge and spin) for the records above, in order, we have 79.06 0.00 55.73 kcal/mol.
Looking at energy for the records above, in order, we have -75719.5359 -143191.5526 -22918.3074 eV.